Below is the molecule C7H7BO3 at a distorted geometry, with properties calculated with wB97M-V/def2-TZVPD.

Computed properties:
molecular weight	149.9	g/mol
energy	-521.59548	Eh
SMILES string	O=Cc1ccc(B(O)O)cc1
energy relative to the best compared isomer or geometry (same formula, charge and spin)	56.8	kJ/mol

Each atom is followed by the atoms it is bonded to, with distances in Å.
Cartesian coordinates (Å):
1 O -3.655 -1.265 -1.480  C5 1.193
2 O 1.868 2.425 1.417  B4 1.386, H12 1.007
3 O 3.185 0.484 1.232  B4 1.342, H13 0.964
4 B 2.008 1.099 1.036  O2 1.386, O3 1.342, C10 1.531
5 C -2.518 -1.626 -1.466  O1 1.193, C11 1.517, H14 1.041
6 C 0.940 -0.780 -0.270  C8 1.394, C10 1.403, H15 1.042
7 C -0.503 1.005 0.338  C9 1.370, C10 1.402, H16 1.009
8 C -0.100 -1.392 -0.967  C6 1.394, C11 1.367, H17 1.102
9 C -1.588 0.300 -0.113  C7 1.370, C11 1.400, H18 1.048
10 C 0.785 0.454 0.379  B4 1.531, C6 1.403, C7 1.402
11 C -1.358 -0.871 -0.845  C5 1.517, C8 1.367, C9 1.400
12 H 0.963 2.855 1.315  O2 1.007
13 H 3.659 1.141 1.755  O3 0.964
14 H -2.343 -2.616 -1.735  C5 1.041
15 H 1.827 -1.298 -0.091  C6 1.042
16 H -0.744 1.874 0.790  C7 1.009
17 H 0.149 -2.441 -1.193  C8 1.102
18 H -2.575 0.653 -0.101  C9 1.048


Below is the molecule C4H7N at a distorted geometry, with properties calculated with wB97M-V/def2-TZVPD.

Computed properties:
molecular weight	69.1	g/mol
energy	-211.30336	Eh
SMILES string	[H]/N=C\CC=C
energy relative to the best compared isomer or geometry (same formula, charge and spin)	150.5	kJ/mol

Each atom is followed by the atoms it is bonded to, with distances in Å.
Cartesian coordinates (Å):
1 C -0.118 -0.824 0.601  C2 1.616, C3 1.479, H7 1.092, H8 1.090
2 C -1.172 -0.168 -0.434  C1 1.616, N5 1.248, H9 1.084
3 C 1.146 -0.333 0.010  C1 1.479, C4 1.337, H10 1.084
4 C 1.349 0.937 -0.356  C3 1.337, H11 1.080, H12 1.077
5 N -2.161 0.535 -0.143  C2 1.248, H6 1.017
6 H -2.273 0.806 0.831  N5 1.017
7 H -0.319 -0.394 1.584  C1 1.092
8 H -0.197 -1.910 0.568  C1 1.090
9 H -1.065 -0.533 -1.449  C2 1.084
10 H 1.828 -1.096 -0.347  C3 1.084
11 H 0.734 1.747 0.007  C4 1.080
12 H 2.248 1.232 -0.872  C4 1.077


no.,HOMO energy (eV)
1,-9.77
2,-9.27